No. 1
The following is a DFT calculation (wB97M-V/def2-TZVPD) of 12 unconnected molecules or ions with the total composition C24H74N10O12 at a distorted geometry.

Output
SMILES string   COC[C@H](C)N.COC[C@H](C)N.NC(N)=O.NC(N)=O.NC(N)=O.NC(N)=O.CCO.CCO.CCO.CCO.CCO.CCO
Multiplicity   1
Electronic energy   -65561.4183 eV

Structure (XYZ):
```
120
Properties=species:S:1:pos:R:3:forces:R:3
C -5.5749 -9.5804 -22.4978 0.9 0.5 -0.6
C -5.2110 -8.8952 -21.1599 -0.7 -1.7 -1.3
C -4.9777 -7.4198 -21.3622 -0.1 0.0 1.3
O -4.1887 -7.1575 -22.4892 0.0 -0.3 -0.1
C -3.6267 -5.8654 -22.4548 -0.3 -0.3 -0.5
N -6.2476 -9.1724 -20.1601 0.5 0.5 0.3
H -4.7025 -9.5459 -23.1645 -0.2 0.0 0.2
H -6.3684 -9.0802 -23.0616 -0.2 -0.1 0.3
H -5.7983 -10.6420 -22.3839 -0.2 0.0 0.3
H -4.2970 -9.4277 -20.8757 0.1 0.4 0.4
H -4.4704 -7.0238 -20.4678 0.0 -0.2 -0.2
H -5.9685 -6.9309 -21.3789 0.2 0.1 -0.4
H -3.1075 -5.7453 -23.4064 0.1 0.1 0.0
H -2.9021 -5.7745 -21.6411 -0.1 0.2 0.2
H -4.4172 -5.1084 -22.4071 0.5 -0.5 0.5
H -7.0902 -8.6237 -20.2961 0.1 0.1 -0.1
H -6.5279 -10.1379 -20.2665 0.0 -0.1 0.2
C -11.0445 -6.3553 -26.6304 -0.7 -0.2 0.1
C -11.4548 -7.7723 -26.2613 -0.2 -0.5 1.1
C -11.8607 -8.5936 -27.4715 -0.8 0.4 -0.4
O -10.7755 -8.8098 -28.3239 0.2 -0.3 0.4
C -10.9346 -9.9034 -29.1798 -0.1 0.1 -0.5
N -10.3925 -8.4029 -25.4881 0.6 -0.2 -0.5
H -11.8966 -5.8637 -27.1080 0.2 0.0 -0.2
H -10.1897 -6.3857 -27.3024 0.1 0.2 0.1
H -10.8380 -5.7764 -25.7270 0.3 0.0 0.0
H -12.3624 -7.7788 -25.6232 -0.1 0.5 -0.3
H -12.6608 -8.0439 -28.0074 0.2 0.2 0.0
H -12.4180 -9.5011 -27.1886 0.7 -0.3 0.2
H -9.9907 -10.0389 -29.7040 0.0 0.0 -0.1
H -11.7262 -9.6995 -29.9143 0.0 -0.1 -0.1
H -11.1758 -10.8388 -28.6628 0.0 0.1 0.2
H -10.0043 -7.7646 -24.8114 0.1 0.2 -0.2
H -10.7082 -9.1644 -24.9096 -0.3 -0.2 -0.2
C -10.8752 -10.1365 -22.3435 0.2 0.1 -0.1
C -11.6700 -8.8834 -22.0412 0.3 0.3 0.8
O -11.1207 -7.7640 -22.7448 -0.3 -0.2 -0.2
H -11.1482 -10.9853 -21.7159 -0.3 0.1 0.0
H -9.8138 -9.9632 -22.1482 0.0 0.1 -0.2
H -11.0157 -10.4095 -23.3877 0.2 -0.2 0.0
H -11.5892 -8.6490 -20.9739 -0.2 -0.2 0.1
H -12.7337 -9.0122 -22.2549 0.0 0.0 -0.2
H -11.8429 -7.1526 -22.9664 0.1 -0.1 0.3
C -5.5190 -5.1553 -18.6680 0.3 -0.5 -0.5
C -5.1156 -3.7183 -18.9043 -0.2 0.4 0.0
O -5.9968 -3.0823 -19.8378 0.3 0.1 0.0
H -4.8780 -5.6572 -17.9397 -0.1 0.2 0.2
H -5.4073 -5.7471 -19.5822 -0.2 0.4 0.2
H -6.5620 -5.2414 -18.3683 0.0 0.1 0.2
H -4.1153 -3.6190 -19.3339 0.1 -0.3 0.1
H -5.1143 -3.1723 -17.9553 0.0 0.1 -0.1
H -6.6268 -2.5057 -19.3770 -0.1 -0.2 0.0
C -9.0120 -1.9062 -23.1591 0.4 0.1 -0.3
C -10.0273 -1.0911 -23.9295 -0.3 -0.9 -0.2
O -10.8859 -2.0182 -24.6412 0.3 -0.1 0.0
H -9.4858 -2.4788 -22.3661 0.1 0.0 0.2
H -8.2182 -1.2594 -22.7779 -0.3 0.1 0.4
H -8.4662 -2.5997 -23.8033 -0.3 -0.1 -0.1
H -9.5194 -0.4653 -24.6668 -0.2 0.3 0.2
H -10.6704 -0.5467 -23.2358 0.3 0.5 -0.1
H -11.7129 -1.5909 -24.8770 0.1 0.1 0.0
C -4.5827 -2.8370 -22.8786 1.0 1.3 0.2
C -3.7333 -2.2921 -24.0219 -0.7 -1.2 -0.7
O -4.5420 -2.3219 -25.2305 0.4 0.5 0.3
H -5.3322 -2.0906 -22.6237 -0.4 -0.3 -0.1
H -3.9575 -2.9178 -21.9826 -0.1 -0.2 0.0
H -4.9609 -3.8197 -23.1390 -0.4 0.6 -0.1
H -2.8827 -2.9571 -24.2005 0.2 0.2 0.2
H -3.3731 -1.2767 -23.8811 -0.1 0.0 0.1
H -4.3553 -3.1535 -25.6674 0.0 0.0 0.0
C -12.0109 -4.1702 -22.2049 0.6 -0.2 -0.2
C -13.3759 -4.7992 -22.0773 0.5 0.4 0.5
O -13.3520 -6.1280 -22.5861 -0.2 0.1 -0.1
H -11.2466 -4.6737 -21.6032 -0.2 -0.2 0.0
H -12.0286 -3.1409 -21.8407 -0.1 0.1 -0.2
H -11.6489 -4.1895 -23.2349 -0.1 0.2 0.0
H -14.1170 -4.2006 -22.6112 -0.1 0.0 0.0
H -13.5951 -4.7866 -21.0030 -0.5 -0.2 -0.1
H -14.2595 -6.3964 -22.7538 0.0 -0.1 0.0
C -5.1647 -8.8950 -25.6443 -1.4 -0.5 0.2
C -5.7778 -7.5237 -25.4694 -0.1 0.5 0.4
O -7.1478 -7.5507 -25.8161 -0.2 -0.4 -0.4
H -4.2499 -8.9807 -25.0652 0.3 0.0 -0.5
H -5.1323 -9.2132 -26.6863 0.6 0.3 -0.1
H -5.8803 -9.6089 -25.2155 0.2 0.1 0.1
H -5.2118 -6.7964 -26.0770 -0.1 0.1 0.1
H -5.7144 -7.2228 -24.4130 0.4 0.0 -0.2
H -7.5343 -6.6644 -25.7300 0.4 -0.2 -0.1
C -8.8337 -8.2125 -18.0216 -1.5 0.0 -0.3
O -8.6867 -8.9376 -17.0528 0.5 0.2 -0.2
N -9.2237 -8.6953 -19.2691 0.4 0.2 0.5
N -8.8625 -6.8398 -17.9976 0.2 -0.9 0.1
H -9.1953 -9.6820 -19.4298 -0.1 -0.1 0.0
H -9.5259 -8.0445 -19.9735 0.1 -0.1 -0.2
H -8.6129 -6.4338 -17.1155 0.1 0.3 -0.1
H -8.8235 -6.3712 -18.9010 0.2 0.4 0.5
C -8.3592 -5.6106 -21.6077 0.7 0.4 -0.1
O -8.9655 -5.7910 -20.5290 -0.2 0.2 -0.7
N -8.6329 -6.3256 -22.7312 -0.5 0.3 1.4
N -7.3491 -4.7023 -21.7089 -0.3 -0.2 -0.3
H -9.5412 -6.7973 -22.6897 0.5 -0.3 -0.5
H -8.0529 -6.2191 -23.5427 -0.3 0.0 -0.3
H -7.0386 -4.4313 -22.6272 0.0 -0.1 -0.1
H -7.0142 -4.1407 -20.9258 -0.1 -0.2 0.1
C -9.4320 -1.8952 -18.9214 -1.0 -0.9 -1.0
O -8.2180 -1.9206 -18.8134 0.1 0.5 0.5
N -10.1347 -2.9570 -19.4409 0.3 0.7 0.4
N -10.2023 -0.8037 -18.6026 1.0 0.0 0.2
H -11.1107 -2.8581 -19.6367 -0.1 -0.2 0.0
H -9.6625 -3.8250 -19.6429 0.1 -0.2 -0.1
H -11.1898 -0.7405 -18.7371 -0.1 -0.1 -0.1
H -9.6750 0.0239 -18.3903 -0.2 0.1 0.1
C -7.6466 -4.0164 -26.1714 -0.7 0.0 -1.6
O -7.5544 -4.8926 -25.3241 0.1 0.4 0.8
N -6.6361 -3.7924 -27.0789 -0.3 -0.4 0.9
N -8.8093 -3.3373 -26.4552 1.0 0.0 0.0
H -6.6525 -3.0901 -27.7896 0.0 0.1 0.0
H -5.8066 -4.3262 -26.9026 0.1 0.0 -0.3
H -8.6995 -2.6153 -27.1443 -0.4 0.2 0.1
H -9.5434 -3.2276 -25.7739 0.0 0.0 0.1
```
Forces are in eV/Å.



No. 2
The following is a DFT calculation (wB97M-V/def2-TZVPD) of 10 unconnected molecules or ions with the total composition C24H74N6O10 at a distorted geometry.

Output
SMILES string   COC[C@H](C)N.COC[C@H](C)N.COC[C@H](C)N.COC[C@H](C)N.COC[C@H](C)N.COC[C@H](C)N.O.O.O.O
Multiplicity   1
Electronic energy   -55497.2905 eV

Structure (XYZ):
```
114
Properties=species:S:1:pos:R:3:forces:R:3
O 0.4550 -0.9694 -1.5164 0.3 -0.1 -0.3
H 0.5702 -0.6604 -0.6178 0.1 0.1 0.3
H -0.4589 -1.2511 -1.5580 -0.3 -0.1 -0.1
O 3.9999 -2.0639 -3.3254 0.2 0.1 -0.2
H 3.1426 -1.6648 -3.1771 -0.3 0.1 0.1
H 4.0864 -2.7131 -2.6273 0.0 -0.2 0.2
O -0.2196 -5.9235 -3.4055 -0.2 -0.1 -0.1
H 0.7104 -6.1237 -3.5112 0.2 -0.1 0.0
H -0.2336 -5.0868 -2.9407 0.0 0.2 0.2
O -0.2503 -0.1877 -6.4557 -0.2 0.1 -0.1
H -0.1910 -0.7375 -5.6745 0.0 -0.2 0.2
H 0.6512 -0.1200 -6.7705 0.2 0.0 -0.1
C 3.5414 -1.3528 4.0478 -0.1 -1.6 1.4
C 2.0356 -1.2041 4.0726 -1.9 1.3 0.6
C 1.5284 -0.5427 5.3758 -0.9 -0.5 1.7
O 0.0626 -0.2900 5.4738 1.6 -0.4 -2.1
C -0.4353 0.0046 6.7594 1.2 -0.9 -0.4
N 1.7097 -0.3465 2.9837 0.1 1.2 -1.3
H 3.8742 -1.9139 4.9210 0.0 -0.4 0.1
H 4.0783 -0.4185 4.2118 -0.3 0.3 -0.8
H 3.8537 -1.9484 3.1900 0.1 0.6 -0.2
H 1.3309 -2.0169 3.8967 0.9 -1.1 0.4
H 2.0413 0.3820 5.6402 0.2 0.4 -0.4
H 1.8059 -1.2347 6.1710 -0.2 -0.2 0.5
H -0.0813 -0.8298 7.3649 -0.4 0.1 0.8
H -1.5232 0.0075 6.6917 0.2 0.2 0.1
H 0.0059 0.9261 7.1393 -0.3 0.3 0.2
H 2.1730 0.5042 3.2694 -0.1 0.8 -0.7
H 0.7203 -0.1437 2.9822 -0.3 0.1 -0.1
C 4.0013 3.2024 -1.6244 0.6 -1.1 1.3
C 5.4983 3.0165 -1.3514 0.0 0.8 0.2
C 5.9247 1.5657 -1.0767 0.2 0.3 -1.5
O 7.2961 1.4790 -0.6931 -0.3 -0.5 0.9
C 7.6645 0.1138 -0.3885 -0.5 0.7 -0.1
N 6.2693 3.6959 -2.3882 0.5 -0.5 0.1
H 3.6823 2.6894 -2.5317 0.0 0.5 -0.2
H 3.7412 4.2548 -1.5107 -0.1 -0.2 -0.6
H 3.5230 2.6670 -0.8043 -0.5 0.0 0.1
H 5.7689 3.6381 -0.4979 -0.3 -0.3 0.6
H 5.8735 1.0587 -2.0403 -0.4 -0.3 -0.4
H 5.2222 1.0321 -0.4365 0.2 0.1 0.6
H 8.0862 -0.3887 -1.2590 0.1 0.1 -0.1
H 6.7722 -0.4306 -0.0793 0.0 -0.2 0.1
H 8.3669 0.0947 0.4448 0.1 0.2 -0.2
H 7.2022 3.6629 -2.0025 0.5 0.3 -0.3
H 6.3209 3.0988 -3.2012 -0.1 -0.1 -0.5
C -5.0470 -3.4259 -3.1503 -0.6 0.4 0.3
C -5.0843 -2.4277 -1.9550 -0.2 -1.8 -1.4
C -5.0062 -3.3404 -0.7249 -0.6 2.0 0.6
O -4.9124 -2.4579 0.4005 0.2 0.7 -0.6
C -5.1096 -3.0538 1.6372 0.6 -1.1 0.2
N -4.0072 -1.5065 -2.0943 1.3 1.2 0.4
H -4.2128 -4.1268 -3.1229 0.0 -0.1 0.5
H -4.9672 -2.9851 -4.1440 -0.3 0.4 0.1
H -6.0070 -3.9300 -3.0383 0.1 -0.5 -0.6
H -6.0238 -1.8772 -2.0043 -0.5 -0.3 0.4
H -4.1567 -4.0158 -0.8271 0.2 -0.1 0.3
H -5.9442 -3.8731 -0.5684 0.0 -0.5 -0.5
H -4.7687 -2.4011 2.4409 0.0 0.1 -0.2
H -4.5260 -3.9744 1.6358 0.4 -0.2 0.5
H -6.1219 -3.3958 1.8526 -0.5 0.4 -0.2
H -4.2435 -0.8334 -2.8094 0.0 -0.3 -0.8
H -3.9697 -0.8607 -1.3186 0.1 -0.3 0.8
C -3.9554 2.5950 2.3773 -0.4 2.1 -1.6
C -2.5552 2.5438 1.6890 -0.9 0.0 1.3
C -1.5337 3.6163 2.1110 -0.9 0.0 0.0
O -2.0679 4.8547 1.6366 0.4 1.0 0.6
C -1.3951 6.0034 2.2118 0.4 -0.8 -0.2
N -2.1519 1.2091 2.0027 2.3 -1.4 -0.1
H -4.0410 2.3721 3.4408 0.7 -0.3 -0.1
H -4.5957 1.9209 1.8085 -0.1 -0.1 0.2
H -4.3960 3.5841 2.2523 -0.2 0.2 0.0
H -2.5534 2.6738 0.6068 -0.8 -0.1 -0.1
H -0.5564 3.4447 1.6600 0.1 -0.2 -0.2
H -1.3866 3.6297 3.1910 -0.1 0.1 0.3
H -1.2892 6.8510 1.5346 -0.4 -0.3 -0.5
H -0.3774 5.6989 2.4559 0.2 0.1 0.2
H -1.8701 6.3952 3.1112 -0.3 -0.4 0.1
H -2.8697 0.5254 1.8095 -0.1 0.1 -0.2
H -1.9667 1.1319 2.9926 0.1 -0.1 0.2
C -1.8306 5.2175 -6.3008 -0.6 0.3 0.2
C -1.4598 5.0215 -4.8466 1.0 -0.9 0.0
C -1.7481 6.1453 -3.9086 0.4 1.4 1.0
O -1.0382 7.3498 -4.1847 0.0 0.5 -0.4
C -1.5530 8.4583 -3.4674 1.1 0.4 0.1
N -2.0956 3.7802 -4.3023 0.0 0.7 -0.7
H -1.2359 4.6126 -6.9852 -0.1 -0.2 0.2
H -1.7189 6.2529 -6.6227 0.0 0.0 0.1
H -2.8826 4.9378 -6.3571 -0.1 0.0 -0.5
H -0.4011 4.7636 -4.8180 0.5 0.8 0.1
H -1.3571 5.8875 -2.9243 -0.6 -0.6 0.4
H -2.7950 6.4403 -3.8377 -0.4 -0.6 -0.1
H -2.5113 8.8122 -3.8474 -0.1 -0.1 0.0
H -0.8029 9.2489 -3.4863 0.0 0.2 -1.0
H -1.5651 8.3817 -2.3801 -0.6 -1.1 0.3
H -1.5172 3.5028 -3.5221 -0.1 -0.2 0.4
H -1.8322 3.1363 -5.0344 -0.4 -0.8 0.0
C 2.1334 -6.4894 2.6320 0.3 -0.1 1.9
C 1.2974 -6.3568 1.3935 -1.6 0.7 0.3
C -0.1877 -5.8270 1.7498 0.8 -1.3 -1.1
O -0.6604 -6.1402 3.0451 0.5 1.7 -0.2
C -1.0610 -7.4459 3.2949 0.0 -0.6 -0.2
N 1.9451 -5.4499 0.4166 0.1 -0.5 0.2
H 3.1402 -6.0815 2.5424 0.1 -0.2 -0.3
H 2.2141 -7.4958 3.0426 0.1 -0.3 -0.4
H 1.7251 -5.9759 3.5024 -0.3 0.5 -0.1
H 1.1933 -7.3451 0.9456 0.0 0.1 -0.3
H -0.8950 -6.2348 1.0277 0.0 -0.4 -0.3
H -0.2037 -4.7664 1.4991 0.0 0.3 1.0
H -1.3082 -7.4995 4.3551 0.2 -0.1 -0.1
H -0.2795 -8.1583 3.0307 0.2 -0.2 0.3
H -1.9382 -7.7700 2.7348 -0.3 0.3 -0.3
H 1.7912 -4.4774 0.6416 -0.7 0.3 0.2
H 2.9109 -5.5311 0.7006 0.5 -0.1 -0.7
```
Forces are in eV/Å.



multiplicity of number 1 (C24H74N10O12)?
1



electronic energy of number 1 (C24H74N10O12)?
-65561.4183 eV